{"formula": "C4H12", "method": "ωB97M-V/def2-TZVPD", "elements": ["C", "C", "H", "H", "H", "H", "H", "H", "C", "C", "H", "H", "H", "H", "H", "H"], "positions_angstrom": [[-1.565, -0.402, 0.731], [-2.994, -0.604, 0.219], [-1.021, -1.460, 0.894], [-0.822, 0.043, 0.003], [-1.584, 0.107, 1.779], [-3.717, -0.334, 0.971], [-2.882, -1.713, -0.189], [-3.265, -0.165, -0.697], [2.743, 1.088, -0.235], [1.688, 0.010, -0.586], [3.725, 0.950, -0.595], [2.389, 1.926, -0.820], [2.901, 1.190, 0.875], [1.441, 0.168, -1.762], [2.159, -0.943, -0.612], [0.805, 0.139, 0.024]], "smiles": "CC.CC", "de_lowest_ev": 1.699, "lumo_ev": 1.1, "total_energy_ha": -159.52252, "orbital_gap_ev": 11.9}

---

{"formula": "C4H12NP", "method": "ωB97M-V/def2-TZVPD", "elements": ["C", "C", "C", "P", "C", "N", "H", "H", "H", "H", "H", "H", "H", "H", "H", "H", "H", "H"], "positions_angstrom": [[0.416, 0.587, 2.009], [-1.055, 0.263, 1.690], [-1.046, -0.276, 0.295], [-0.245, 0.835, -1.028], [-0.276, -0.739, -2.630], [1.366, 0.490, -0.678], [0.608, 1.455, 1.506], [0.366, 0.699, 3.118], [1.068, -0.298, 1.826], [-1.582, -0.335, 2.351], [-1.514, 1.197, 1.547], [-0.554, -1.174, 0.180], [-2.100, -0.310, -0.109], [0.768, -0.869, -2.658], [-0.708, -0.190, -3.486], [-0.834, -1.534, -2.206], [2.139, 0.846, -1.159], [1.452, -0.357, -0.225]], "smiles": "CCCP(C)N", "de_lowest_ev": 2.088, "lumo_ev": 1.2, "total_energy_ha": -555.63962, "orbital_gap_ev": 9.1}